C33H39BN4O2OsP2 as an isolated structure in a non-equilibrium geometry. Source: OMol25; level of theory: ωB97M-V/def2-TZVPD.

The geometry in XYZ format:
```
82
C33H39BN4O2OsP2 | OMol25 | ωB97M-V/def2-TZVPD
Os 3.716 0.970 0.714
P -3.858 1.228 -0.045
P -2.758 -1.036 -2.286
O 6.684 1.683 -0.279
O 6.609 0.059 1.366
N -2.517 -2.534 -1.364
N -5.095 2.522 -0.486
N -2.925 -1.833 -3.871
N -4.265 1.215 1.667
C -6.491 2.467 -0.426
C 9.147 1.870 -0.356
C 3.094 -0.807 -0.233
C 7.907 0.290 1.014
C 2.559 -0.621 3.020
C -2.621 -1.169 -5.073
C -5.933 4.374 -1.518
C 0.815 0.092 0.619
C -4.577 -0.832 -1.937
C -3.551 -3.040 -4.211
C -5.361 1.164 3.659
C 1.586 -0.955 -0.196
C 2.535 0.780 2.421
C -5.519 1.098 2.276
C 4.260 2.844 1.343
C 3.896 -1.188 0.896
C -3.409 -3.567 -1.063
C 10.297 1.492 0.352
C -4.763 3.701 -1.165
C -4.921 -0.229 -0.558
C 3.316 -1.691 2.200
C 9.039 -0.107 1.698
C -1.588 -3.817 0.269
C -1.402 -2.695 -0.532
C -2.849 -4.383 -0.085
C 10.246 0.519 1.356
C -3.305 1.301 2.693
C 1.705 1.128 1.279
C -7.028 3.611 -1.015
C -3.626 -3.140 -5.598
C 7.952 1.276 0.016
C -3.029 -1.954 -6.140
C -3.955 1.271 3.920
B 5.790 0.909 0.549
H 4.876 3.378 0.594
H 1.331 -1.957 0.178
H -7.005 1.617 0.001
H 1.358 2.168 1.180
H -4.976 -0.194 -2.746
H 4.905 -1.570 0.706
H -4.055 -3.963 -6.149
H -4.816 -0.984 0.239
H -2.922 -1.722 -7.189
H -8.081 3.850 -1.056
H -5.978 0.080 -0.582
H -3.870 -3.731 -3.450
H 0.175 -0.417 1.368
H -3.499 1.314 4.898
H 4.856 2.741 2.277
H 3.042 -0.544 4.013
H -2.258 1.361 2.442
H 3.555 -0.922 -1.222
H -3.731 3.956 -1.334
H -6.013 5.292 -2.079
H -0.588 -1.995 -0.596
H -4.370 -3.639 -1.556
H 4.148 -2.094 2.805
H 0.088 0.624 -0.026
H 11.254 1.958 0.104
H -6.158 1.151 4.386
H -5.082 -1.805 -2.027
H 1.533 -0.979 3.212
H 2.663 -2.562 2.017
H -3.299 -5.284 0.313
H 1.245 -0.930 -1.240
H 2.687 1.572 3.170
H -6.410 0.952 1.686
H -0.911 -4.188 1.026
H -2.135 -0.206 -5.041
H 3.347 3.419 1.570
H 11.160 0.225 1.879
H 8.958 -0.852 2.487
H 9.169 2.614 -1.150
```

Output
Orbital gap (alpha / beta), eV: 6.3132 / 1.9915
Energy above the lowest of the compared OMol25 structures with the same formula, charge and spin, kcal/mol: 0.0
Charge: +2
E_tot, Ha: -2447.8577
Multiplicity: 5
HOMO energy (alpha / beta), hartree: -0.4503 / -0.4382
LUMO (alpha / beta), eV: -5.941 / -9.934